This record from the Open Molecules 2025 dataset describes a cluster of 8 separate species, C46H104N4O10 in total. The level of theory is ωB97M-V/def2-TZVPD.

```
164
Properties=species:S:1:pos:R:3:forces:R:3
H -1.438 -2.240 8.183 -0.60 0.31 -0.14
H 0.607 5.921 2.694 0.17 0.26 -0.06
C 3.023 1.043 -5.251 -0.63 -1.12 0.18
H -4.494 -2.807 8.619 0.26 -0.21 -0.43
H 0.046 5.053 1.347 -0.04 -0.53 -0.22
C 0.931 5.177 1.966 -0.40 0.84 0.41
H 3.264 5.416 6.076 -0.14 -0.08 0.08
H 4.846 1.413 -7.404 0.62 -0.31 0.51
H 1.779 -5.564 4.277 -0.12 0.36 0.46
H -5.091 -0.099 -1.172 0.04 0.23 -0.11
C 2.192 -4.464 -0.213 -1.09 -0.24 0.39
H 4.714 3.148 -7.465 -0.04 -0.08 0.37
H 4.436 6.595 3.838 0.33 -0.03 0.06
H -3.953 -4.689 -2.472 0.16 0.30 0.36
H -6.379 -0.258 -2.347 0.11 0.39 0.09
H -1.295 -3.060 6.707 -0.47 -0.13 -0.15
C 3.930 -0.191 -5.224 0.58 -0.51 0.70
H -4.019 -3.964 6.231 0.00 0.14 0.12
H 3.232 2.043 -9.029 -0.01 -0.22 -0.40
O 3.911 -5.353 1.141 -0.43 -0.30 0.08
C -4.226 -1.884 8.093 -0.79 0.01 0.66
C 3.485 6.177 3.516 0.64 1.08 -0.19
H 0.068 -3.986 3.036 0.25 -0.29 0.50
H -0.289 2.511 2.335 -0.07 0.13 -0.23
H -2.609 3.569 -5.495 0.13 -0.23 0.20
N 1.842 0.850 -6.178 1.18 0.11 -0.37
H -2.499 -0.916 0.486 -0.26 0.19 -0.55
H 0.436 -0.076 -5.415 -0.46 -0.33 0.22
C 2.635 -5.327 -1.391 0.64 -0.34 -0.24
H -0.291 2.484 -5.218 -0.42 0.35 -0.14
H 0.415 -3.616 -1.156 0.23 -0.22 -0.18
H -3.327 2.086 -4.844 0.10 -0.13 -0.13
O -4.468 2.462 -1.740 0.53 -0.47 0.63
C 2.955 2.051 -7.983 0.53 0.60 0.29
N -2.987 -0.743 6.343 -0.02 -0.17 -0.35
H 0.525 1.386 -0.012 0.09 0.06 -0.03
H -1.312 1.725 -6.426 -0.26 -0.01 0.15
H 1.834 -6.832 3.117 0.01 0.02 -0.36
C -2.213 -0.647 5.066 0.09 0.46 0.18
C -3.079 -3.006 4.584 1.00 1.05 -0.75
O -2.240 -0.011 7.306 -0.12 0.52 0.40
O -2.181 0.668 -1.837 0.11 -0.41 -0.18
H 2.454 -2.202 -0.035 -0.93 -0.10 0.40
H -2.698 1.472 -1.639 -0.21 -0.31 0.41
H 4.321 2.827 3.729 -0.14 0.44 -0.26
H 2.369 -4.892 -2.352 -0.30 0.19 0.01
H 3.394 -1.120 -5.429 -0.12 0.27 -0.06
H 0.340 -2.545 1.056 0.00 -0.20 0.16
H -2.838 0.694 7.606 0.18 -0.35 -0.25
H -0.987 -0.489 1.113 0.16 0.26 0.11
C -3.276 -2.078 6.923 0.53 0.01 0.07
H -1.733 1.507 5.152 0.35 -0.14 0.24
C 2.908 -3.141 -0.325 1.57 1.11 -0.36
C -5.855 0.474 -1.712 0.50 -0.34 -0.18
H 0.151 1.704 -7.961 0.16 0.22 0.33
H -6.550 0.846 -0.967 -0.16 0.30 0.02
H -0.186 -0.638 4.288 -0.24 0.11 0.05
H -0.148 -5.419 2.062 0.01 -0.35 -0.02
H -0.216 -0.589 6.034 -0.23 0.18 0.13
H -3.958 3.079 -2.280 -0.07 0.04 -0.34
H -5.186 -1.428 7.837 0.18 0.10 -0.38
H 3.701 -3.586 2.807 -0.31 -0.15 0.03
H 3.865 -3.097 0.190 0.11 -0.47 0.18
C -0.726 -1.011 5.170 0.77 0.17 -0.15
H -0.511 -2.079 5.184 -0.28 -0.05 -0.02
H 3.560 4.512 1.221 0.18 -0.76 0.41
C -3.461 -3.889 -3.031 -0.09 0.69 -0.49
C -0.300 1.575 -0.695 -0.16 0.50 0.04
C -2.375 0.816 4.613 -0.28 0.74 0.07
C 3.774 2.277 -5.678 0.83 0.75 -0.20
C 4.208 2.237 -7.123 -0.91 -0.02 -1.28
C 1.924 -4.804 2.280 0.25 1.07 0.45
H 3.812 3.733 5.953 -0.02 0.48 -0.50
C 4.213 3.793 3.194 0.23 0.06 -0.35
O -3.263 -1.480 -3.396 0.08 -0.21 0.96
C 2.208 3.043 2.025 0.68 -1.20 -2.47
H -2.188 -1.642 3.165 0.35 0.25 -0.35
H -1.621 -3.558 -3.636 -0.33 0.06 0.14
H 3.895 -0.521 -7.824 -0.42 -0.03 0.06
C 2.852 -0.449 -8.170 0.62 -0.78 0.52
C 3.381 4.771 4.064 -0.43 -0.99 -0.98
O 1.194 5.171 4.775 -0.61 0.97 0.17
H 2.250 -3.397 3.842 0.12 0.16 0.11
C 2.212 -5.828 3.328 0.41 -1.39 0.33
O -2.199 3.216 -3.528 -0.41 0.58 -0.05
C 0.651 -4.239 -0.288 0.12 0.28 -0.08
H -1.649 2.648 -2.980 0.12 -0.38 -0.36
H 2.296 2.020 2.414 -0.41 0.19 0.20
O 1.222 -0.389 -5.882 0.10 0.07 0.29
H -1.462 0.485 -3.880 -0.36 0.43 0.13
H 5.216 4.209 3.058 0.03 0.03 0.30
H 3.514 6.262 2.431 -0.23 -0.25 0.00
H 2.276 -2.689 2.218 0.30 -0.01 0.35
C -1.237 1.940 -5.357 0.90 -0.82 0.36
C 2.147 0.806 -7.637 -0.53 0.63 -0.29
H -4.899 -2.584 5.608 0.19 0.03 0.01
H -3.607 -2.334 -1.525 0.08 -0.05 0.02
H 3.169 3.190 -5.508 0.19 -0.43 -0.01
H 2.942 -0.490 -9.255 -0.37 0.44 -0.12
H 2.391 2.965 -7.840 -0.70 0.09 0.02
C -2.049 -2.793 7.452 1.66 -0.17 0.70
H 4.880 5.120 5.629 0.27 -0.14 -0.44
C -1.804 -0.077 0.514 0.40 0.29 0.38
H 3.307 -5.884 3.436 -0.42 -0.12 0.17
H 1.847 2.999 0.986 -0.66 -0.52 0.30
H 0.081 1.827 -1.693 0.18 0.01 0.25
H -2.322 -3.701 7.978 -0.25 -0.28 -0.07
H 1.707 5.614 1.335 0.07 -0.22 0.20
H 2.329 -1.377 -7.877 0.18 0.48 0.06
C 2.450 1.274 -3.840 -0.91 0.44 -0.40
H 1.493 1.816 -3.991 0.64 0.19 0.38
H 4.778 -0.130 -5.896 0.03 0.08 -0.26
H 2.763 6.902 3.889 -0.36 -0.39 0.09
C 0.033 3.155 3.153 -0.02 -0.15 0.08
C 3.598 3.552 1.797 1.02 1.07 0.97
H 0.244 -0.025 -8.275 0.01 0.04 0.08
H -3.809 -1.250 3.697 -0.11 0.70 -0.06
C -2.419 2.698 -4.850 0.01 0.27 0.51
H 0.901 4.772 5.593 0.05 -0.39 0.14
C 0.793 0.917 -8.341 -0.21 -0.41 -0.77
C 1.300 3.939 2.772 -0.24 0.14 1.66
H 0.196 -5.218 -0.457 -0.16 0.01 0.02
C -5.231 1.581 -2.575 0.56 -0.42 0.40
C -3.863 -2.486 -2.577 -0.63 -0.63 -0.45
C 3.874 4.736 5.477 -0.05 -0.07 1.58
H -3.821 -4.027 -4.054 0.11 0.09 -0.23
H 2.209 -6.330 -1.339 -0.08 0.02 0.08
C 0.431 -4.506 2.151 -1.35 1.11 -0.61
H -3.788 -1.274 8.877 0.26 0.23 -0.07
H 0.919 1.133 -9.411 0.17 -0.13 0.17
H 4.697 2.367 -5.100 -0.20 0.01 0.52
C 2.606 -3.545 2.825 -0.21 1.00 -0.78
H -7.006 1.716 -3.680 -0.37 0.01 -0.11
H -4.548 1.078 -3.308 -0.54 0.39 0.39
H -2.247 0.751 1.095 0.05 -0.26 -0.37
O -2.069 -4.065 -2.947 0.51 -0.40 0.12
C -3.885 -2.949 5.837 -1.13 -0.15 0.33
H -0.808 3.773 3.460 0.01 0.29 -0.14
H -2.177 1.023 3.549 -0.01 -0.53 0.21
H -1.077 -3.563 0.746 0.01 -0.08 0.52
H -0.882 2.436 -0.313 0.26 -0.26 -0.08
H -2.095 -3.431 4.767 0.00 -0.41 0.08
H 3.149 1.812 -3.190 -0.16 0.09 -0.26
C -2.821 -1.551 4.033 -1.52 -2.21 0.21
H -5.883 2.964 -4.121 0.11 -0.12 0.34
C -0.004 -3.582 0.953 1.70 -1.45 -0.47
H -3.389 1.185 4.840 0.13 -0.43 -0.24
H -4.945 -2.394 -2.700 -0.19 -0.12 0.28
H 4.236 2.849 1.228 -0.49 0.26 0.23
C -1.195 0.375 -0.824 -0.67 -0.31 0.36
H -3.582 -3.639 3.849 0.12 0.19 -0.12
N 1.982 4.231 4.107 0.39 -0.45 -1.10
H -6.775 3.115 -2.621 -0.01 -0.10 0.43
H 3.192 -2.951 -1.364 -0.16 -0.19 -0.14
O -0.996 0.670 -4.701 -0.01 0.09 -0.57
N 2.464 -5.286 1.020 0.40 0.30 -1.27
H -0.606 -0.471 -1.188 -0.19 0.04 -0.37
H 3.736 -5.428 -1.432 -0.45 0.05 0.26
C -6.273 2.397 -3.258 -0.46 0.13 -1.61
H 4.108 -6.298 1.052 -0.20 0.32 0.00
H 2.159 0.376 -3.310 0.12 -0.53 -0.12
H -3.109 -0.789 -2.729 0.39 0.35 -0.65
H 0.236 2.495 3.993 0.25 -0.09 0.07
H 4.377 -0.337 -4.225 -0.18 0.25 -0.19
```
Positions in Å, forces in eV/Å.

orbital gap = 8.9 eV
structure (SMILES) = CC1(C)CCCC(C)(C)N1O.CC1(C)CCCC(C)(C)N1O.CC1(C)CCCC(C)(C)N1O.CC1(C)CCCC(C)(C)N1O.CC(C)O.CC(C)O.OCCO.OCCO
highest occupied orbital energy = -8.5 eV